Entry 1:
11
Properties=species:S:1:pos:R:3:forces:R:3 method="wB97M-V/def2-TZVPD" charge=0 relative_energy_ev=3.876 homo_ev="-8.706 / -8.713" lumo_ev="-1.66 / -1.66" gap_ev="7.1 / 7.1"
O -1.750790 1.065410 -1.656317 0.30 1.08 -1.72
C -2.882941 0.714531 -1.078470 -4.89 1.60 -1.64
O -2.703360 -0.003426 0.010849 -1.26 -0.80 1.24
Pb -0.670979 0.115039 -0.203655 0.76 -0.49 0.10
O -3.997877 1.056515 -1.496106 2.39 -0.81 0.79
C 1.201917 -0.487378 1.163347 6.19 -4.57 -1.08
C 2.302987 -0.378845 0.358314 1.97 3.79 -0.73
H 1.576305 -1.597275 0.775111 -3.40 0.55 3.64
H 1.253353 0.065786 2.109035 -1.63 -0.17 -0.45
H 3.087429 -1.110736 0.145625 -0.90 -0.65 -0.63
H 2.583956 0.560379 -0.127732 0.48 0.46 0.48


Entry 2:
12
Properties=species:S:1:pos:R:3:forces:R:3 method="wB97M-V/def2-TZVPD" charge=-1 smiles="CCNC(=O)[O-]" relative_energy_ev=0.146 homo_ev=-3.785 lumo_ev=4.02 gap_ev=7.8
C 0.247366 -0.591203 0.146260 -0.43 -1.43 1.08
N -0.444890 0.535365 0.705482 0.23 0.17 0.06
C 0.356580 1.670439 1.112236 -0.47 -0.01 -0.42
O 1.518181 1.404626 1.456349 0.52 0.05 0.25
O -0.243260 2.763853 1.034304 -0.04 0.24 0.22
C -0.333102 -1.125834 -1.143579 0.07 0.67 -0.46
H 1.294741 -0.384243 0.071303 0.65 0.62 -0.49
H 0.304082 -1.437469 0.863371 -0.48 0.10 0.06
H -1.275334 0.858098 0.238026 0.00 -0.12 -0.22
H -0.093338 -0.410363 -1.928493 0.05 -0.03 -0.35
H -1.422246 -1.188982 -1.149497 -0.07 -0.21 0.31
H 0.091220 -2.094289 -1.405764 -0.02 -0.06 -0.03


Entry 3:
37
Properties=species:S:1:pos:R:3:forces:R:3 method="wB97M-V/def2-TZVPD" charge=+1 homo_ev="-11.014 / -11.090" lumo_ev="-5.11 / -5.96" gap_ev="5.9 / 5.1" spin_multiplicity=2
V -0.652326 0.420769 1.291610 -0.42 1.43 0.85
S -2.073072 0.191459 5.346626 0.02 0.62 -0.30
Sb -2.039214 1.912082 3.911284 -0.16 -0.88 0.38
S -2.757540 0.852052 1.749148 0.35 -0.04 -0.17
S 0.314738 1.620814 2.662936 0.04 -0.48 -0.72
Cl -1.020916 -4.316668 -3.770595 -0.01 -0.03 -0.04
C -0.364122 -3.362478 -2.520220 0.07 0.10 0.16
C 0.323349 -2.182747 -2.833307 0.04 0.05 -0.11
C 0.816127 -1.399824 -1.825893 -0.03 0.03 0.04
C 0.665894 -1.769308 -0.461123 0.05 -0.03 0.10
C 1.170261 -0.941218 0.570889 0.49 -0.45 -0.35
C 0.010842 -2.999091 -0.182793 0.09 0.03 -0.06
C -0.504030 -3.772911 -1.190403 -0.05 -0.10 0.04
H 0.459449 -1.901211 -3.868489 -0.03 -0.02 0.00
H 1.346040 -0.485725 -2.061004 -0.02 0.01 -0.02
H 1.843725 -0.144879 0.270992 -0.09 0.09 0.04
H 1.401961 -1.402953 1.523844 -0.19 0.08 0.09
H -0.053431 -3.337742 0.840687 -0.07 0.01 0.04
H -1.009632 -4.703388 -0.971324 0.02 0.00 -0.03
C -2.085704 -2.959113 3.973430 -0.20 -0.32 0.29
C -1.464859 -2.032097 3.069466 0.30 0.14 -0.21
N -0.981191 -1.327272 2.305730 -0.31 -0.46 0.33
H -3.138375 -2.696066 4.083662 0.03 0.04 -0.02
H -1.608467 -2.891038 4.950001 0.02 0.02 -0.02
H -1.997317 -3.975543 3.587434 0.02 0.04 -0.02
S -0.619259 1.294972 -0.682141 -0.19 0.06 -0.38
C 0.403455 2.630592 -1.212016 0.33 0.19 0.10
C 1.089003 3.470034 -0.339692 -0.08 -0.12 -0.08
C 1.840407 4.515112 -0.849995 0.01 0.01 0.00
C 1.905982 4.726525 -2.220315 0.01 0.02 -0.01
C 1.221975 3.885972 -3.086990 0.03 0.03 -0.03
C 0.469918 2.835817 -2.590154 -0.08 -0.14 0.08
H 1.027276 3.301529 0.724267 0.03 0.06 0.05
H 2.374223 5.168214 -0.172561 -0.01 0.00 -0.01
H 2.486850 5.550261 -2.612658 0.01 -0.01 0.00
H 1.271651 4.048498 -4.155240 -0.01 0.00 0.00
H -0.073672 2.176570 -3.255094 0.01 0.04 -0.03


Entry 4:
39
Properties=species:S:1:pos:R:3:forces:R:3 method="wB97M-V/def2-TZVPD" charge=0 smiles="Cc1ccc(NC2=CC(=O)C[C@H](c3ccco3)C2)c(N)c1" relative_energy_ev=1.698 homo_ev=-7.876 lumo_ev=0.51 gap_ev=8.4
C 1.263838 -5.607545 2.031623 0.01 0.04 0.03
C 0.892122 -4.408693 1.213536 -0.10 0.05 -0.09
C -0.431175 -4.035282 1.058818 0.11 -0.01 -0.05
C -0.795804 -2.909130 0.322483 0.39 0.21 0.03
C 0.214321 -2.152335 -0.290543 -0.02 -0.34 0.21
C 1.541122 -2.533561 -0.144412 -0.12 -0.14 -0.01
C 1.880425 -3.642622 0.603571 0.04 0.07 -0.02
H 2.917507 -3.921216 0.710577 0.13 -0.03 0.01
H 2.306484 -1.947878 -0.630034 0.07 0.07 -0.05
N -0.131388 -1.033719 -1.080455 -0.47 -0.13 -0.34
C 0.386695 0.218554 -0.977363 0.23 0.31 0.22
C 1.203580 0.611018 0.028372 -0.10 -0.57 0.09
C 1.741828 1.940718 0.142032 0.06 0.47 -0.24
O 2.447709 2.296245 1.069926 -0.06 -0.04 -0.07
C 1.407242 2.897433 -0.994783 0.04 0.17 0.09
C 0.030152 2.617361 -1.605916 0.00 0.18 0.01
C -1.059294 2.929522 -0.627404 -0.11 -0.81 0.06
C -1.768419 2.169634 0.255850 0.29 0.22 -0.42
C -2.655283 3.054355 0.918894 -0.05 0.58 -0.11
C -2.420233 4.283152 0.390814 -0.55 -0.34 0.63
O -1.460392 4.217124 -0.547484 0.33 0.26 -0.33
H -2.850080 5.245365 0.585659 0.01 0.17 -0.04
H -3.362362 2.802434 1.682294 -0.16 0.03 0.17
H -1.670468 1.118756 0.433447 0.10 -0.23 0.01
C -0.024057 1.162752 -2.071391 -0.05 0.20 -0.03
H 0.661007 1.035536 -2.916541 -0.06 -0.04 0.01
H -1.031926 0.920775 -2.421121 0.03 -0.05 0.00
H -0.110985 3.281327 -2.467417 0.00 -0.13 0.07
H 2.176527 2.778237 -1.763605 0.04 0.02 -0.02
H 1.465170 3.920016 -0.619441 0.05 -0.06 0.01
H 1.456822 -0.075652 0.821614 0.04 -0.05 0.07
H -0.820681 -1.185945 -1.803317 0.21 0.08 -0.01
N -2.118517 -2.518741 0.270769 -0.25 0.14 -0.08
H -2.803848 -3.220350 0.493556 -0.01 0.06 -0.08
H -2.393030 -1.861833 -0.438990 -0.05 -0.05 0.08
H -1.212112 -4.615742 1.530348 -0.08 -0.09 0.08
H 1.978461 -6.229855 1.496145 0.03 -0.08 0.01
H 1.731601 -5.291332 2.963753 0.03 -0.05 0.08
H 0.388244 -6.204682 2.272918 -0.02 -0.08 0.04


Entry 5:
19
Properties=species:S:1:pos:R:3:forces:R:3 method="wB97M-V/def2-TZVPD" charge=0 relative_energy_ev=6.180 homo_ev=-8.182 lumo_ev=-2.67 gap_ev=5.5
C 1.990020 0.121570 1.175079 0.87 1.02 -1.25
C 0.618605 0.180078 0.688438 -0.23 3.55 0.59
C 0.080151 -1.063173 0.217296 -3.50 -2.03 -0.73
N -1.143775 -1.079105 -0.296611 3.17 -0.88 -0.29
N -0.100761 1.304675 0.604102 2.01 -2.18 -1.73
H 2.574798 1.009052 0.851843 -0.59 -0.07 0.61
H 1.950071 0.017934 2.249554 0.42 -0.28 0.37
H 2.456219 -0.761714 0.673367 0.02 -0.19 0.92
H 0.739753 -1.968271 0.297109 0.46 -0.19 0.37
H -1.409137 -0.209250 -0.843643 -1.28 1.72 0.10
H -1.393366 -1.912782 -0.819291 -0.03 -0.42 0.60
H -0.671608 1.292997 -0.415115 -1.55 0.30 -0.37
H 0.504222 2.120997 0.628781 -0.11 0.13 0.82
H 2.741884 -3.276151 0.582948 -0.02 0.00 -0.02
H -4.464449 2.508581 -1.237628 -0.08 0.02 0.02
O 2.268625 -2.444449 0.671704 -0.38 -0.39 -0.42
H -3.832715 2.118311 -1.225413 0.06 -0.01 -0.02
H -1.337582 0.890668 -2.350058 0.20 0.42 -0.07
O -1.570954 1.150034 -1.452462 0.55 -0.54 0.49


Entry 6:
24
Properties=species:S:1:pos:R:3:forces:R:3 method="wB97M-V/def2-TZVPD" charge=0 smiles=COc1ccc2c(c1)[C@@H]1C[C@@H]1C2 relative_energy_ev=5.158 homo_ev=-8.165 lumo_ev=0.91 gap_ev=9.1
C 0.233209 2.434143 -3.226429 0.91 0.79 -1.58
C -0.123746 0.989903 -1.327390 0.23 2.57 0.49
C 0.651287 -0.034607 -1.893268 1.17 -0.50 1.02
C 0.527230 -1.220873 -1.046710 -1.44 1.75 0.73
C -0.207004 -1.355973 0.222389 2.26 -0.17 -2.79
C -0.032573 -2.401814 1.455693 3.49 2.25 -4.30
C -0.535686 -1.543584 2.588745 2.48 0.39 -0.34
C 0.334916 -0.260667 3.024060 -0.08 0.30 -2.13
C -0.934027 -0.250430 2.109204 -1.62 3.07 1.58
C -0.719412 -0.184837 0.677031 -0.30 1.28 1.44
C -0.728227 0.978380 -0.013464 0.33 1.11 -4.46
H 1.340585 2.647299 -3.175992 -1.04 0.08 -0.34
H -0.279392 3.248705 -3.953569 0.80 -1.48 2.55
H 0.157026 1.501689 -3.845574 -0.30 0.51 0.97
H 1.612061 0.153828 -2.790499 -3.65 -0.95 2.94
H 1.007797 -2.020957 -1.457173 1.45 -2.42 -0.58
H 1.176844 -2.311922 1.288013 -2.73 -1.38 1.41
H -0.462188 -3.345054 1.074337 0.23 0.23 1.25
H -1.285907 -1.938029 3.141667 -1.36 -1.55 2.65
H 0.215121 0.257038 4.042285 0.38 -1.15 -1.78
H 1.270527 0.041422 2.285602 -2.16 -1.24 2.51
H -1.798605 0.332849 2.565853 0.94 -1.10 -0.68
H -1.216205 1.960852 0.106214 0.25 -0.82 1.04
O -0.203632 2.322640 -1.851026 -0.23 -1.54 -1.62